A single C5H12O molecule, computed with ωB97M-V with the def2-TZVPD basis set.

Calculated values
- SMILES: CCC(C)(C)O
- Energy above the lowest of the compared OMol25 structures with the same formula, charge and spin: 0.85 kcal per mole
- LUMO energy: 0.9683 eV
- Kohn-Sham gap: 11.09 eV

The geometry in ORCA input format:
```
! RIJCOSX wB97M-V def2-TZVPD def2/J DEFGRID3
* xyz 0 1
C -1.8841 -0.8724 0.2610
C -0.6012 -0.2737 0.8393
C 0.3474 0.3687 -0.1963
C 1.2135 1.4205 0.4889
C 1.2366 -0.6970 -0.8589
O -0.3917 1.0879 -1.1809
H -2.5761 -0.0871 -0.0654
H -2.4009 -1.4641 1.0228
H -1.6901 -1.5397 -0.5890
H -0.0322 -1.0490 1.3651
H -0.8764 0.4801 1.5871
H 1.7699 0.9788 1.3227
H 0.5766 2.2217 0.8786
H 1.9250 1.8587 -0.2190
H 1.8646 -1.2035 -0.1148
H 1.8969 -0.2319 -1.5986
H 0.6485 -1.4722 -1.3684
H -1.0262 0.4742 -1.5743
*
```

A 2-piece molecular cluster, C5H12O overall at a distorted geometry, computed with ωB97M-V with the def2-TZVPD basis set.

Calculated values
- SMILES: CC=C(C)C.O
- Energy above the lowest of the compared OMol25 structures with the same formula, charge and spin: 27.29 kcal per mole
- LUMO energy: 0.6990 eV
- Kohn-Sham gap: 9.54 eV

The geometry in ORCA input format:
```
! RIJCOSX wB97M-V def2-TZVPD def2/J DEFGRID3
* xyz 0 1
C 1.7314 0.7126 0.8178
C 0.3519 0.3866 1.2847
C -0.3406 -0.6959 0.8839
C -1.7536 -0.7927 1.4945
C 0.0783 -1.8299 0.0028
H 1.8460 1.8000 0.8024
H 2.5263 0.4193 1.4965
H 1.8784 0.2624 -0.1686
H -0.0956 1.0851 1.9731
H -1.6444 -0.2124 2.4152
H -2.0938 -1.7488 1.8739
H -2.4717 -0.3929 0.7763
H 1.1080 -2.0844 0.2964
H 0.1667 -1.5011 -1.0201
H -0.6858 -2.5881 0.0159
O -0.1205 1.8746 -3.6282
H 0.4351 1.0960 -3.6255
H -0.2008 2.2412 -2.7346
*
```

A single C5H12O molecule, computed with ωB97M-V with the def2-TZVPD basis set.

Calculated values
- SMILES: CCCOCC
- Energy above the lowest of the compared OMol25 structures with the same formula, charge and spin: 25.62 kcal per mole
- LUMO energy: 1.2041 eV
- Kohn-Sham gap: 10.70 eV

The geometry in ORCA input format:
```
! RIJCOSX wB97M-V def2-TZVPD def2/J DEFGRID3
* xyz 0 1
C -1.5191 -2.4692 0.7518
C -0.8843 -1.0869 0.6141
C 0.5878 -0.8783 0.2508
O 0.5253 0.2454 -0.6535
C 1.2298 1.4449 -0.4154
C 0.5729 2.6749 -1.0617
H -2.5734 -2.3659 0.4702
H -1.4961 -2.8804 1.7653
H -1.0775 -3.2033 0.0683
H -1.1345 -0.4590 1.4768
H -1.3255 -0.6100 -0.2601
H 1.2490 -0.7046 1.1158
H 0.9929 -1.7566 -0.2804
H 2.2414 1.3582 -0.8348
H 1.3192 1.6411 0.6630
H 1.2582 3.5213 -0.9182
H -0.3852 2.9586 -0.6107
H 0.4190 2.5699 -2.1414
*
```

A 2-piece molecular cluster, C5H12O overall at a distorted geometry, computed with ωB97M-V with the def2-TZVPD basis set.

Calculated values
- Energy above the lowest of the compared OMol25 structures with the same formula, charge and spin: 160.90 kcal per mole
- LUMO energy: -2.0915 eV
- Kohn-Sham gap: 5.94 eV

The geometry in ORCA input format:
```
! RIJCOSX wB97M-V def2-TZVPD def2/J DEFGRID3
* xyz 0 1
C -1.9777 0.1982 0.4436
O -1.3727 1.3299 0.7399
C -1.1461 -0.7905 -0.3924
C 0.2913 -0.9766 0.1418
C 1.1334 0.2488 -0.4621
C 2.1677 0.6765 0.6156
H -2.9174 0.3423 -0.1555
H -2.3388 -0.3443 1.3463
H -1.3367 0.3093 -2.0731
H -1.0467 -0.1853 -1.4439
H -1.6629 -1.7343 -0.5907
H 0.6590 -1.9213 -0.2585
H 0.1943 -0.8394 1.2158
H 0.4105 1.0413 -0.6011
H 1.8242 -0.0544 -1.2450
H 2.9488 1.2679 0.1329
H 1.6124 1.4231 1.2065
H 2.5574 0.0089 1.3798
*
```

A single C5H12O molecule at a distorted geometry, computed with ωB97M-V with the def2-TZVPD basis set.

Calculated values
- SMILES: CC(C)CCO
- Energy above the lowest of the compared OMol25 structures with the same formula, charge and spin: 51.94 kcal per mole
- LUMO energy: 1.0541 eV
- Kohn-Sham gap: 10.79 eV

The geometry in ORCA input format:
```
! RIJCOSX wB97M-V def2-TZVPD def2/J DEFGRID3
* xyz 0 1
C -1.6722 1.0861 -0.2742
C -0.4402 0.3010 0.3994
C -1.1267 -1.1695 0.5334
C 0.6582 0.1086 -0.7312
C 1.9894 -0.3571 -0.2725
O 2.5324 0.1730 0.8813
H -2.5266 0.4132 -0.2226
H -1.3113 1.3162 -1.2766
H -2.0717 1.9680 0.0925
H 0.0497 0.7778 1.3814
H -2.0087 -1.1829 1.2253
H -1.4048 -1.5897 -0.4857
H -0.2907 -1.7706 0.9962
H 0.7193 1.1483 -1.0864
H 0.1296 -0.5280 -1.3994
H 2.6130 0.0463 -1.0655
H 2.2969 -1.4000 -0.1702
H 1.8645 0.6593 1.4746
*
```

A single C5H12O molecule at a distorted geometry, computed with ωB97M-V with the def2-TZVPD basis set.

Calculated values
- SMILES: CCCCOC
- Energy above the lowest of the compared OMol25 structures with the same formula, charge and spin: 42.50 kcal per mole
- LUMO energy: 1.1300 eV
- Kohn-Sham gap: 10.78 eV

The geometry in ORCA input format:
```
! RIJCOSX wB97M-V def2-TZVPD def2/J DEFGRID3
* xyz 0 1
C -2.4937 0.3465 -0.3914
C -0.9770 0.1920 -0.5719
C -0.1874 -0.1402 0.7353
C 1.1573 -1.1704 0.5850
O 2.4059 -0.5441 0.6250
C 2.2754 0.6090 -0.1496
H -2.9177 -0.5206 0.1179
H -3.0031 0.4294 -1.3578
H -2.7701 1.2340 0.1851
H -0.6119 1.1017 -1.0741
H -0.7975 -0.6146 -1.2853
H -0.1428 0.8193 1.3031
H -0.8174 -0.7500 1.3659
H 1.2707 -1.9959 1.3200
H 1.0109 -1.6473 -0.4014
H 3.1125 1.2803 0.0419
H 1.3013 1.0061 0.1710
H 2.1843 0.3650 -1.2187
*
```

A 2-piece molecular cluster, C5H12O overall, computed with ωB97M-V with the def2-TZVPD basis set.

Calculated values
- Energy above the lowest of the compared OMol25 structures with the same formula, charge and spin: 91.41 kcal per mole
- LUMO energy (alpha / beta): 0.8270 / 0.8047 eV
- Kohn-Sham gap (alpha / beta): 8.33 / 8.29 eV

The geometry in ORCA input format:
```
! RIJCOSX wB97M-V def2-TZVPD def2/J DEFGRID3
* xyz 0 1
C 1.6322 -1.7796 -1.2692
C 0.5523 -0.7549 -0.9288
C -0.2086 -1.1106 0.3460
C -0.1435 2.0220 1.6668
O -1.4064 2.0089 1.3882
C -1.9995 1.9119 0.2380
H 2.3579 -1.8685 -0.4516
H 2.1803 -1.5059 -2.1773
H 1.1920 -2.7713 -1.4282
H -0.1533 -0.6720 -1.7663
H 1.0131 0.2367 -0.8171
H -0.6853 -2.0939 0.2491
H 0.4642 -1.1495 1.2100
H 0.0978 2.0947 2.7158
H 0.5817 1.9718 0.8611
H -3.0769 1.9515 0.2719
H -0.9962 -0.3779 0.5592
H -1.4018 1.8865 -0.6678
*
```

A 2-piece molecular cluster, C5H12O2 overall at a distorted geometry, computed with ωB97M-V with the def2-TZVPD basis set.

Calculated values
- Energy above the lowest of the compared OMol25 structures with the same formula, charge and spin: 6.82 kcal per mole
- LUMO energy (alpha / beta): 3.9783 / 3.9351 eV
- Kohn-Sham gap (alpha / beta): 3.65 / 7.11 eV

The geometry in ORCA input format:
```
! RIJCOSX wB97M-V def2-TZVPD def2/J DEFGRID3
* xyz -1 2
O -0.7198 2.7155 1.3839
C -0.7433 1.5099 0.9165
C 0.5495 0.7295 0.8473
C 0.6168 -0.3978 -0.1804
C 1.9771 -1.1361 -0.0580
C -0.4860 -1.4300 -0.0650
H -1.6743 0.9865 0.6789
H 1.3280 1.4616 0.6270
H 0.7240 0.2554 1.8350
H 0.6185 0.0647 -1.1721
H 2.3792 -1.3986 -1.0428
H 1.8872 -2.0801 0.4881
H 2.7341 -0.5365 0.4488
H -0.7094 -1.7937 0.9424
H -1.4164 -1.0764 -0.5031
H -0.2409 -2.3408 -0.6207
H -1.9094 1.5912 -2.2187
H -2.4291 1.6930 -0.7435
O -2.4857 1.1827 -1.5637
*
```

A 3-piece molecular cluster, C5H12O2 overall at a distorted geometry, computed with ωB97M-V with the def2-TZVPD basis set.

Calculated values
- SMILES: C=C/C=C/C.O.O
- Energy above the lowest of the compared OMol25 structures with the same formula, charge and spin: 58.34 kcal per mole
- LUMO energy: 0.5614 eV
- Kohn-Sham gap: 9.55 eV

The geometry in ORCA input format:
```
! RIJCOSX wB97M-V def2-TZVPD def2/J DEFGRID3
* xyz 0 1
C 0.2790 -2.4213 1.8094
C 0.9114 -1.2854 1.5529
C 1.6631 -0.8673 0.3309
C 1.1768 -0.0184 -0.5810
C 1.6947 0.2378 -1.9655
H -0.1267 -2.6393 2.7855
H 0.1741 -3.1404 1.0082
H 0.8993 -0.4406 2.2462
H 2.7277 -1.0895 0.3009
H 0.2331 0.4937 -0.3895
H 2.4667 -0.4531 -2.2792
H 0.8518 0.0814 -2.6482
H 1.8099 1.3170 -2.1258
O -2.1744 2.4356 1.7913
H -1.5387 2.5195 1.0387
H -2.9171 2.8214 1.2821
O -2.5222 1.1690 -1.4238
H -3.0206 0.8218 -0.6777
H -2.5877 0.4581 -2.0556
*
```

A single C5H12O2 molecule, computed with ωB97M-V with the def2-TZVPD basis set.

Calculated values
- SMILES: CCOCCOC
- Energy above the lowest of the compared OMol25 structures with the same formula, charge and spin: 39.43 kcal per mole
- LUMO energy: 1.0877 eV
- Kohn-Sham gap: 10.78 eV

The geometry in ORCA input format:
```
! RIJCOSX wB97M-V def2-TZVPD def2/J DEFGRID3
* xyz 0 1
C -0.9320 -0.4403 2.7544
C -0.8420 0.8859 2.0147
O -1.1365 0.7115 0.6409
C -0.0925 0.9274 -0.2811
C -0.0402 -0.2458 -1.2476
O 1.0327 -0.0315 -2.1293
C 1.2084 -1.0924 -3.0313
H -0.1824 -1.1462 2.3809
H -1.9215 -0.8859 2.6132
H -0.7713 -0.3008 3.8295
H 0.1574 1.3256 2.1417
H -1.5616 1.6021 2.4323
H -0.2617 1.8610 -0.8352
H 0.8810 1.0110 0.2207
H 0.0977 -1.1777 -0.6740
H -0.9947 -0.3320 -1.7924
H 0.3403 -1.2050 -3.7004
H 1.3677 -2.0469 -2.5041
H 2.0928 -0.8653 -3.6315
*
```